# C8H10O5RhS

A molecular structure, C8H10O5RhS in a non-equilibrium geometry (wB97M-V/def2-TZVPD, OMol25).

ORCA input file:
```
! wB97M-V def2-TZVPD RIJCOSX def2/J DEFGRID3
* xyz 3 5
Rh 0.328 0.012 1.161
C -0.986 0.211 2.697
O -1.880 0.219 3.444
C 2.264 -0.152 1.438
O 3.385 -0.225 1.593
C 0.413 1.855 0.304
O 0.584 2.891 -0.167
C -0.037 -1.869 0.448
O -0.050 -2.879 -0.049
C 0.445 -0.217 -3.463
H -0.216 -1.071 -3.281
H -0.127 0.710 -3.320
C 1.665 -0.261 -2.769
H 2.217 0.607 -2.370
H 2.102 -1.153 -2.294
C -4.440 0.079 0.393
S -2.824 0.327 -0.331
C -3.195 -0.377 -1.926
O -2.584 1.782 -0.520
H -4.775 -0.954 0.147
H -5.160 0.829 -0.017
H -4.358 0.186 1.500
H -4.301 -0.490 -2.022
H -2.797 0.299 -2.710
H -2.712 -1.374 -1.989
*
```

Output
F_max ... 5.72 eV/Å
HOMO (spin up / spin down) ... -0.75166 / -0.78434 Ha
Orbital gap (spin up / spin down) ... 0.2784 / 0.1935 Eh
E_tot ... -1194.35272 Ha
Relative energy (zero: lowest compared OMol25 entry of this formula, charge and spin) ... 0.0 kJ/mol

# C24H25N3O6S

C24H25N3O6S in the gas phase in a non-equilibrium geometry (wB97M-V/def2-TZVPD, OMol25).

ORCA input file:
```
! wB97M-V def2-TZVPD RIJCOSX def2/J DEFGRID3
* xyz 0 1
C -5.524 -0.649 -1.818
C -4.612 -1.600 -2.577
O -4.040 -2.573 -1.697
C -2.940 -2.238 -1.041
O -2.351 -1.195 -1.164
C -2.517 -3.362 -0.108
C -3.334 -3.296 1.171
O -4.193 -4.097 1.425
C -3.058 -2.147 2.111
S -1.456 -1.316 1.915
C -2.007 0.200 1.207
N -3.263 0.463 1.212
C -3.677 1.665 0.704
C -5.043 1.968 0.690
C -5.470 3.173 0.182
C -4.558 4.100 -0.319
C -3.210 3.818 -0.305
C -2.756 2.602 0.207
C -1.331 2.296 0.226
O -0.443 3.022 -0.163
N -1.032 1.029 0.757
C 0.331 0.610 0.736
C 0.727 -0.371 -0.163
C 2.051 -0.759 -0.198
C 2.987 -0.154 0.636
C 4.406 -0.612 0.541
O 4.705 -1.761 0.283
N 5.329 0.354 0.780
C 6.742 0.102 0.637
C 7.262 0.566 -0.737
O 8.660 0.511 -0.855
C 9.189 -0.790 -0.964
C 2.575 0.826 1.534
C 1.247 1.206 1.588
H -5.991 0.042 -2.512
H -4.948 -0.080 -1.092
H -6.296 -1.209 -1.296
H -3.804 -1.047 -3.067
H -5.169 -2.181 -3.314
H -2.721 -4.317 -0.591
H -1.457 -3.252 0.123
H -3.157 -2.487 3.141
H -3.793 -1.351 1.924
H -5.740 1.245 1.086
H -6.525 3.404 0.171
H -4.911 5.040 -0.715
H -2.479 4.518 -0.681
H -0.006 -0.810 -0.822
H 2.384 -1.528 -0.878
H 5.032 1.315 0.830
H 6.879 -0.976 0.748
H 7.290 0.625 1.426
H 6.780 -0.034 -1.524
H 7.003 1.618 -0.888
H 10.241 -0.669 -1.214
H 9.105 -1.346 -0.025
H 8.687 -1.354 -1.758
H 3.282 1.278 2.214
H 0.921 1.968 2.280
*
```

Output
F_max ... 1.03 eV/Å
HOMO ... -0.31400 Ha
Orbital gap ... 0.3249 Eh
E_tot ... -1943.51020 Ha
Relative energy (zero: lowest compared OMol25 entry of this formula, charge and spin) ... 19.1 kJ/mol
Structure (SMILES) ... CCOC(=O)CC(=O)CSc1nc2ccccc2c(=O)n1-c1ccc(C(=O)NCCOC)cc1

# Cl3HN2

Cl3HN2 in the gas phase in a non-equilibrium geometry (wB97M-V/def2-TZVPD, OMol25).

ORCA input file:
```
! wB97M-V def2-TZVPD RIJCOSX def2/J DEFGRID3
* xyz 0 1
Cl 0.482 -1.690 1.390
N -0.363 -0.276 0.741
N 0.430 0.203 -0.708
Cl 1.673 1.190 -0.304
Cl -0.800 1.004 -1.636
H -1.422 -0.432 0.517
*
```

Output
F_max ... 4.38 eV/Å
HOMO ... -0.35415 Ha
Orbital gap ... 0.3404 Eh
E_tot ... -1490.50433 Ha
Relative energy (zero: lowest compared OMol25 entry of this formula, charge and spin) ... 98.4 kJ/mol
Structure (SMILES) ... ClNN(Cl)Cl

Q: Which of these has the highest E_tot?
A: C8H10O5RhS

Q: E_tot of number 1 (C8H10O5RhS)?
A: -1194.35272 Ha

Q: The highest F_max belongs to which entry?
A: C8H10O5RhS

Repeat the second record exactly.
# C24H25N3O6S

C24H25N3O6S in the gas phase in a non-equilibrium geometry (wB97M-V/def2-TZVPD, OMol25).

ORCA input file:
```
! wB97M-V def2-TZVPD RIJCOSX def2/J DEFGRID3
* xyz 0 1
C -5.524 -0.649 -1.818
C -4.612 -1.600 -2.577
O -4.040 -2.573 -1.697
C -2.940 -2.238 -1.041
O -2.351 -1.195 -1.164
C -2.517 -3.362 -0.108
C -3.334 -3.296 1.171
O -4.193 -4.097 1.425
C -3.058 -2.147 2.111
S -1.456 -1.316 1.915
C -2.007 0.200 1.207
N -3.263 0.463 1.212
C -3.677 1.665 0.704
C -5.043 1.968 0.690
C -5.470 3.173 0.182
C -4.558 4.100 -0.319
C -3.210 3.818 -0.305
C -2.756 2.602 0.207
C -1.331 2.296 0.226
O -0.443 3.022 -0.163
N -1.032 1.029 0.757
C 0.331 0.610 0.736
C 0.727 -0.371 -0.163
C 2.051 -0.759 -0.198
C 2.987 -0.154 0.636
C 4.406 -0.612 0.541
O 4.705 -1.761 0.283
N 5.329 0.354 0.780
C 6.742 0.102 0.637
C 7.262 0.566 -0.737
O 8.660 0.511 -0.855
C 9.189 -0.790 -0.964
C 2.575 0.826 1.534
C 1.247 1.206 1.588
H -5.991 0.042 -2.512
H -4.948 -0.080 -1.092
H -6.296 -1.209 -1.296
H -3.804 -1.047 -3.067
H -5.169 -2.181 -3.314
H -2.721 -4.317 -0.591
H -1.457 -3.252 0.123
H -3.157 -2.487 3.141
H -3.793 -1.351 1.924
H -5.740 1.245 1.086
H -6.525 3.404 0.171
H -4.911 5.040 -0.715
H -2.479 4.518 -0.681
H -0.006 -0.810 -0.822
H 2.384 -1.528 -0.878
H 5.032 1.315 0.830
H 6.879 -0.976 0.748
H 7.290 0.625 1.426
H 6.780 -0.034 -1.524
H 7.003 1.618 -0.888
H 10.241 -0.669 -1.214
H 9.105 -1.346 -0.025
H 8.687 -1.354 -1.758
H 3.282 1.278 2.214
H 0.921 1.968 2.280
*
```

Output
F_max ... 1.03 eV/Å
HOMO ... -0.31400 Ha
Orbital gap ... 0.3249 Eh
E_tot ... -1943.51020 Ha
Relative energy (zero: lowest compared OMol25 entry of this formula, charge and spin) ... 19.1 kJ/mol
Structure (SMILES) ... CCOC(=O)CC(=O)CSc1nc2ccccc2c(=O)n1-c1ccc(C(=O)NCCOC)cc1